(1)
A cluster of 3 separate species, C23H45N2O8S in total. Source: the Open Molecules 2025 dataset; level of theory: the ωB97M-V functional and the def2-TZVPD basis.

CARTESIAN COORDINATES (ANGSTROEM)
C  0.927  2.534  -4.737
C  -0.025  1.373  -4.181
C  -1.346  1.087  -4.956
C  -2.272  -0.018  -4.379
C  -1.945  -0.844  -3.090
C  -3.028  -1.913  -2.608
C  -2.432  -3.356  -2.242
C  -3.735  -1.274  -1.278
C  -0.596  -0.554  -2.328
O  -0.371  -1.340  -1.163
C  1.017  -1.373  -0.772
S  2.119  -2.417  -1.843
O  1.738  -2.439  -3.302
O  3.526  -1.821  -1.686
O  2.232  -3.976  -1.301
C  0.337  0.538  -2.900
H  0.563  3.591  -4.475
H  0.973  2.413  -5.877
H  1.945  2.412  -4.224
H  -1.617  1.696  -5.879
H  -3.267  -0.250  -4.912
H  -3.800  -2.019  -3.457
H  -3.289  -4.123  -2.228
H  -1.987  -3.380  -1.174
H  -1.579  -3.704  -2.930
H  -3.434  -0.160  -1.223
H  -4.874  -1.293  -1.358
H  -3.325  -1.755  -0.324
H  1.509  -0.349  -0.643
H  1.041  -1.860  0.277
H  1.334  0.783  -2.381
C  -3.855  0.116  5.852
O  -4.990  -0.732  5.794
C  -6.174  -0.055  5.368
C  -6.621  -0.574  4.002
N  -5.699  -0.145  2.949
C  -5.935  -0.799  1.660
C  -5.690  -2.316  1.590
O  -4.324  -2.686  1.755
C  -3.921  -2.862  3.105
H  -3.031  -0.447  6.295
H  -3.552  0.433  4.849
H  -4.050  0.994  6.476
H  -6.048  1.033  5.361
H  -6.951  -0.291  6.101
H  -7.622  -0.192  3.781
H  -6.672  -1.668  4.060
H  -4.748  -0.350  3.240
H  -5.266  -0.318  0.940
H  -6.957  -0.582  1.331
H  -5.964  -2.640  0.581
H  -6.337  -2.880  2.271
H  -4.734  -3.224  3.740
H  -3.512  -1.930  3.502
H  -3.117  -3.603  3.121
C  5.375  2.209  -2.896
O  4.671  1.936  -1.698
C  4.915  0.616  -1.192
C  5.680  0.689  0.129
N  7.061  1.132  -0.084
C  7.772  1.448  1.155
C  7.261  2.644  1.973
O  7.430  3.900  1.322
C  6.364  4.264  0.457
H  5.044  3.180  -3.272
H  6.453  2.263  -2.712
H  5.165  1.452  -3.657
H  5.432  -0.017  -1.920
H  3.940  0.167  -1.003
H  5.688  -0.301  0.595
H  5.142  1.379  0.790
H  7.054  1.963  -0.666
H  8.811  1.654  0.874
H  7.791  0.557  1.792
H  7.871  2.697  2.881
H  6.228  2.512  2.313
H  5.400  3.876  0.795
H  6.574  3.931  -0.562
H  6.308  5.357  0.437

Values from the calculation:
**Max |F|**: 8.1 eV/Å
**Net charge**: -1
**Highest occupied orbital energy**: -5.009 eV

These are the Löwdin partial charges, in e, on atoms 1 to 6: -0.1050, -0.2044, -0.0586, -0.0318, -0.0863, -0.3398

***

(2)
A cluster of 11 separate species, C23H45N5O28S3 in total. Source: the Open Molecules 2025 dataset; level of theory: the ωB97M-V functional and the def2-TZVPD basis.

CARTESIAN COORDINATES (ANGSTROEM)
C  7.626  -6.769  9.573
N  8.462  -6.401  8.426
O  8.684  -7.320  7.648
O  9.081  -5.371  8.451
H  6.863  -7.464  9.223
H  7.140  -5.833  9.848
H  8.272  -7.052  10.404
C  10.235  -14.835  9.103
N  9.713  -16.081  8.502
O  9.557  -16.084  7.283
O  9.377  -17.066  9.216
H  10.396  -14.107  8.308
H  11.258  -15.109  9.363
H  9.659  -14.545  9.981
C  5.481  -12.390  8.087
N  4.227  -12.223  7.250
O  4.397  -12.307  6.074
O  3.145  -11.984  7.837
H  6.334  -11.935  7.584
H  5.599  -13.459  8.268
H  5.325  -11.923  9.059
C  5.398  -12.907  13.232
N  4.064  -12.459  12.687
O  3.088  -12.646  13.400
O  4.067  -11.828  11.659
H  6.067  -13.152  12.407
H  5.280  -13.822  13.811
H  5.722  -12.103  13.894
C  7.877  -13.037  18.157
N  8.370  -13.527  16.878
O  8.066  -12.858  15.897
O  9.082  -14.473  16.765
H  8.611  -12.445  18.704
H  7.679  -13.865  18.837
H  6.998  -12.405  18.034
O  8.388  -12.211  9.295
C  8.548  -11.847  10.421
O  8.954  -12.702  11.369
C  8.979  -12.109  12.648
C  8.181  -10.794  12.456
C  8.364  -10.499  11.041
H  10.042  -11.980  12.855
H  8.500  -12.674  13.447
H  8.667  -10.051  13.090
H  7.151  -10.906  12.794
H  9.290  -10.008  10.743
H  7.545  -9.984  10.538
O  7.718  -5.987  17.117
C  7.182  -6.421  16.084
O  6.707  -7.656  16.067
C  6.414  -8.093  14.707
C  7.335  -7.191  13.847
C  7.275  -5.869  14.649
H  5.373  -8.097  14.382
H  6.571  -9.158  14.535
H  6.925  -6.966  12.863
H  8.403  -7.409  13.845
H  6.358  -5.342  14.385
H  8.110  -5.213  14.404
O  15.084  -15.190  15.558
C  14.260  -14.341  15.462
O  14.421  -13.142  15.957
C  13.224  -12.357  15.977
C  12.103  -13.273  15.547
C  12.863  -14.464  14.870
H  13.344  -11.534  15.272
H  12.975  -11.982  16.970
H  11.408  -12.831  14.832
H  11.586  -13.640  16.433
H  12.973  -14.392  13.788
H  12.510  -15.466  15.116
C  10.096  -4.796  11.145
C  9.994  -4.695  12.688
O  10.226  -5.992  13.133
S  11.109  -6.915  12.093
O  10.369  -8.168  11.792
O  12.502  -7.060  12.545
O  10.953  -5.891  10.799
H  10.358  -3.918  10.556
H  9.133  -5.045  10.699
H  9.031  -4.230  12.901
H  10.755  -4.057  13.136
C  8.837  -10.108  6.343
C  8.844  -11.314  5.514
O  10.198  -11.486  5.064
S  11.294  -10.311  5.463
O  11.353  -9.272  4.440
O  12.536  -10.960  5.988
O  10.223  -9.838  6.654
H  8.265  -10.058  7.269
H  8.394  -9.335  5.715
H  8.231  -11.267  4.613
H  8.424  -12.103  6.137
C  13.528  -11.501  9.184
C  12.126  -11.035  9.409
O  11.835  -11.301  10.803
S  12.788  -12.531  11.394
O  11.981  -13.757  11.714
O  13.686  -12.064  12.426
O  13.613  -12.754  9.954
H  14.256  -10.809  9.606
H  13.677  -11.716  8.126
H  11.433  -11.680  8.869
H  11.958  -10.003  9.103

Values from the calculation:
**Max |F|**: 4.7 eV/Å
**Net charge**: +1
**Highest occupied orbital energy (alpha / beta)**: -12.259 / -12.259 eV
**Expectation value of S²**: 0.7562
**2S+1**: 2

These are the Löwdin partial charges, in e, on atoms 1 to 6: 0.0355, -0.4205, 0.0734, 0.0854, 0.1088, 0.1032

***

(3)
A cluster of 10 separate species, C23H46Br14O9 in total. Source: the Open Molecules 2025 dataset; level of theory: the ωB97M-V functional and the def2-TZVPD basis.

CARTESIAN COORDINATES (ANGSTROEM)
C  0.486  -25.295  -0.033
O  0.781  -25.452  1.385
C  1.551  -24.469  1.881
O  1.930  -23.514  1.248
O  1.827  -24.730  3.169
C  2.655  -23.768  3.763
H  -0.157  -26.155  -0.281
H  1.450  -25.256  -0.584
H  0.061  -24.315  -0.233
H  3.618  -23.698  3.244
H  2.871  -24.208  4.718
H  2.146  -22.789  3.846
C  4.746  -23.797  7.279
O  4.650  -25.070  6.542
C  5.742  -25.605  6.089
O  5.700  -26.555  5.394
O  6.891  -25.059  6.429
C  8.153  -25.527  5.975
H  5.028  -22.996  6.589
H  5.474  -23.828  8.102
H  3.717  -23.697  7.648
H  8.827  -24.689  6.210
H  8.248  -25.786  4.908
H  8.383  -26.393  6.618
C  5.591  -18.179  8.189
O  5.684  -19.485  8.799
C  4.481  -19.834  9.219
O  3.486  -19.203  9.224
O  4.675  -21.086  9.638
C  3.502  -21.696  10.212
H  5.105  -17.449  8.862
H  4.993  -18.276  7.256
H  6.566  -17.812  7.868
H  2.787  -21.898  9.381
H  3.052  -20.960  10.883
H  3.897  -22.639  10.671
Br  9.702  -22.568  8.172
C  7.941  -21.814  7.656
C  8.033  -21.787  6.136
Br  6.633  -20.583  5.555
H  7.839  -20.783  8.032
H  7.163  -22.460  8.028
H  7.851  -22.764  5.689
H  8.973  -21.378  5.815
Br  10.568  -24.952  3.322
C  11.817  -23.588  2.482
C  11.790  -22.321  3.308
Br  12.951  -20.984  2.318
H  11.443  -23.393  1.490
H  12.823  -24.028  2.444
H  12.204  -22.469  4.290
H  10.792  -21.906  3.353
Br  12.079  -28.212  8.466
C  12.393  -27.238  6.815
C  11.667  -27.907  5.657
Br  12.494  -29.537  5.043
H  13.461  -27.199  6.618
H  11.976  -26.227  6.931
H  11.684  -27.171  4.834
H  10.633  -28.112  5.964
Br  4.841  -25.942  1.325
C  6.692  -25.795  1.896
C  7.203  -24.415  1.643
Br  6.555  -23.119  2.853
H  7.351  -26.536  1.394
H  6.727  -25.934  2.974
H  7.033  -24.060  0.631
H  8.275  -24.467  1.822
Br  6.093  -28.208  8.916
C  5.835  -29.382  7.413
C  4.353  -29.351  7.198
Br  4.204  -30.602  5.716
H  6.203  -30.374  7.641
H  6.380  -28.986  6.557
H  4.060  -28.376  6.835
H  3.753  -29.681  8.027
Br  1.895  -21.061  6.385
C  0.414  -19.793  6.792
C  -0.959  -20.324  6.602
Br  -1.292  -20.740  4.765
H  0.570  -18.943  6.117
H  0.685  -19.458  7.799
H  -1.767  -19.625  6.844
H  -1.124  -21.222  7.189
Br  8.967  -28.240  3.434
C  7.172  -29.082  3.471
C  7.144  -29.958  2.216
Br  5.345  -30.839  2.037
H  6.458  -28.284  3.504
H  7.131  -29.650  4.384
H  7.887  -30.732  2.254
H  7.249  -29.320  1.333

Values from the calculation:
**Max |F|**: 3.3 eV/Å
**Highest occupied orbital energy**: -9.954 eV
**SMILES**: COC(=O)OC.COC(=O)OC.COC(=O)OC.BrCCBr.BrCCBr.BrCCBr.BrCCBr.BrCCBr.BrCCBr.BrCCBr

These are the Löwdin partial charges, in e, on atoms 1 to 6: -0.0274, -0.0152, -0.6337, 0.1042, -0.0058, -0.0800

***

(4)
A structure of composition C23H46Br2CrN4OSi4. Source: the Open Molecules 2025 dataset; level of theory: the ωB97M-V functional and the def2-TZVPD basis.

CARTESIAN COORDINATES (ANGSTROEM)
Cr  -1.321  -0.289  0.086
N  -1.418  -2.484  0.344
C  -2.753  -3.113  0.416
C  -3.835  -2.256  -0.239
N  -3.783  -0.870  0.186
C  -4.308  -0.536  1.502
C  -3.285  -0.703  2.625
N  -2.016  -0.084  2.252
H  -0.896  -2.664  1.199
H  -0.859  -2.903  -0.394
H  -2.745  -4.100  -0.059
H  -2.993  -3.284  1.466
H  -3.688  -2.260  -1.321
H  -4.812  -2.727  -0.043
H  -4.198  -0.267  -0.514
H  -4.602  0.516  1.462
H  -5.211  -1.116  1.748
H  -3.709  -0.284  3.546
H  -3.091  -1.759  2.829
H  -2.103  0.930  2.211
H  -1.292  -0.281  2.938
C  -0.771  -2.202  -2.868
C  -1.144  -0.768  -3.123
C  -1.113  -0.275  -4.452
C  -1.434  1.032  -4.700
C  -1.784  1.892  -3.627
C  -2.136  3.257  -3.774
Br  -2.198  4.049  -5.494
C  -2.448  4.010  -2.678
C  -2.404  3.456  -1.392
Br  -2.879  4.542  0.073
C  -2.032  2.137  -1.163
O  -1.931  1.593  0.012
C  -1.766  1.341  -2.337
N  -1.464  0.017  -2.101
H  -0.454  -2.698  -3.783
H  -1.612  -2.765  -2.458
H  0.063  -2.239  -2.166
H  -0.832  -0.949  -5.247
H  -1.418  1.427  -5.704
H  -2.731  5.047  -2.791
C  2.010  2.394  -1.825
Si  2.612  0.725  -1.162
C  2.494  -0.475  -2.626
C  4.470  0.916  -0.880
Si  1.240  0.037  0.633
Si  2.246  -1.888  1.525
C  4.083  -1.889  1.964
C  2.034  -3.382  0.362
C  1.386  -2.398  3.146
Si  1.617  1.712  2.257
C  0.723  1.390  3.907
C  0.939  3.359  1.640
C  3.410  2.021  2.771
H  2.319  2.527  -2.862
H  2.447  3.209  -1.251
H  0.932  2.505  -1.774
H  3.140  -0.133  -3.434
H  1.488  -0.532  -3.019
H  2.812  -1.477  -2.352
H  4.937  1.225  -1.816
H  4.935  -0.016  -0.574
H  4.706  1.666  -0.130
H  4.701  -1.715  1.088
H  4.372  -2.850  2.389
H  4.320  -1.115  2.689
H  2.405  -3.175  -0.636
H  1.000  -3.710  0.265
H  2.598  -4.231  0.753
H  1.672  -1.730  3.956
H  1.686  -3.407  3.436
H  0.296  -2.381  3.102
H  -0.341  1.600  3.849
H  1.129  2.076  4.653
H  0.857  0.380  4.289
H  -0.090  3.260  1.313
H  1.510  3.736  0.798
H  0.980  4.109  2.431
H  3.859  1.155  3.251
H  3.440  2.847  3.482
H  4.036  2.290  1.923

Values from the calculation:
**Max |F|**: 0.6 eV/Å
**Highest occupied orbital energy (alpha / beta)**: -5.737 / -6.855 eV
**Expectation value of S²**: 6.0185
**2S+1**: 5
**Energy above the lowest of the compared OMol25 structures with the same formula, charge and spin**: 0.0 kcal/mol

These are the Löwdin partial charges, in e, on atoms 1 to 6: 0.4702, -0.0220, -0.2049, -0.2055, -0.0968, -0.1897

***

(5)
A cluster of 8 separate species, C23H46Br2O21 in total. Source: the Open Molecules 2025 dataset; level of theory: the ωB97M-V functional and the def2-TZVPD basis.

CARTESIAN COORDINATES (ANGSTROEM)
C  31.530  -31.768  17.449
O  30.811  -30.680  16.909
C  31.443  -29.540  16.580
O  32.636  -29.429  16.614
O  30.544  -28.677  16.180
C  30.903  -27.376  15.756
H  32.474  -31.946  16.933
H  30.800  -32.568  17.466
H  31.822  -31.555  18.485
H  31.190  -26.820  16.657
H  30.019  -26.877  15.372
H  31.742  -27.385  15.063
C  25.804  -36.796  17.448
O  25.164  -38.065  17.155
C  25.917  -39.088  16.791
O  27.124  -39.081  16.676
O  25.114  -40.086  16.429
C  25.619  -41.100  15.581
H  25.247  -36.318  18.252
H  25.688  -36.315  16.479
H  26.780  -36.936  17.901
H  26.599  -41.501  15.847
H  25.700  -40.785  14.542
H  24.910  -41.917  15.691
C  29.424  -31.202  7.998
O  29.918  -32.386  8.633
C  29.200  -32.773  9.684
O  28.201  -32.249  10.083
O  29.725  -33.896  10.143
C  29.162  -34.541  11.259
H  30.260  -30.786  7.441
H  29.014  -30.503  8.720
H  28.686  -31.516  7.259
H  29.895  -35.030  11.898
H  28.510  -35.343  10.903
H  28.622  -33.809  11.864
C  29.838  -34.844  20.629
O  29.163  -33.705  20.126
C  28.175  -33.962  19.257
O  27.856  -35.053  18.874
O  27.618  -32.791  18.981
C  26.735  -32.710  17.887
H  30.657  -34.532  21.275
H  30.338  -35.365  19.809
H  29.192  -35.502  21.206
H  25.859  -33.346  18.064
H  27.180  -33.143  16.985
H  26.424  -31.692  17.689
C  23.919  -35.529  10.317
O  24.650  -36.742  10.306
C  25.538  -36.948  11.275
O  26.093  -36.102  11.924
O  25.695  -38.252  11.433
C  26.790  -38.662  12.239
H  22.849  -35.712  10.333
H  24.263  -34.933  9.469
H  24.189  -34.884  11.158
H  26.478  -39.091  13.200
H  27.482  -37.905  12.593
H  27.221  -39.495  11.688
C  34.483  -41.042  12.072
O  33.276  -41.498  12.691
C  32.183  -40.778  12.461
O  32.187  -39.672  12.008
O  31.157  -41.458  12.901
C  29.908  -40.821  13.177
H  34.409  -41.244  11.004
H  35.274  -41.629  12.527
H  34.612  -39.978  12.261
H  29.898  -40.503  14.216
H  29.116  -41.528  12.951
H  29.858  -39.945  12.534
C  30.578  -30.812  13.228
O  31.255  -30.685  11.989
C  31.310  -29.510  11.413
O  30.858  -28.492  11.874
O  31.967  -29.621  10.263
C  31.862  -28.473  9.445
H  31.040  -30.374  14.112
H  30.448  -31.870  13.439
H  29.609  -30.326  13.097
H  30.849  -28.118  9.265
H  32.260  -28.661  8.447
H  32.469  -27.643  9.809
Br  30.339  -34.264  15.127
C  29.070  -35.650  15.863
C  28.430  -36.410  14.715
Br  29.831  -37.526  13.874
H  28.344  -35.118  16.467
H  29.686  -36.335  16.435
H  28.073  -35.775  13.910
H  27.716  -37.175  15.005

Values from the calculation:
**Max |F|**: 1.9 eV/Å
**Highest occupied orbital energy**: -10.013 eV
**SMILES**: COC(=O)OC.COC(=O)OC.COC(=O)OC.COC(=O)OC.COC(=O)OC.COC(=O)OC.COC(=O)OC.BrCCBr

These are the Löwdin partial charges, in e, on atoms 1 to 6: -0.0755, -0.0275, -0.6448, 0.1368, 0.0004, -0.0268

***

no.,total energy (Eh)
1,-2012.72509
2,-4477.45575
3,-37617.34297
4,-8548.89784
5,-7632.04116